[1]
C78H172N8O12 | the ωB97M-V functional and the def2-TZVPD basis

CARTESIAN COORDINATES (ANGSTROEM)
C 5.01 -2.14 -7.75
C 3.64 -2.78 -7.95
C 3.60 -4.24 -8.54
C 4.30 -5.27 -7.68
C 3.47 -5.33 -6.37
C 3.28 -4.00 -5.62
N 2.82 -2.93 -6.70
O 2.80 -1.61 -6.09
C 2.07 -4.34 -4.70
C 4.57 -3.53 -4.80
C 2.82 -1.91 -8.87
H 4.94 -1.18 -7.23
H 5.55 -1.98 -8.69
H 5.76 -2.74 -7.21
H 2.52 -4.60 -8.56
H 3.99 -4.30 -9.59
H 5.35 -4.96 -7.54
H 4.46 -6.30 -8.10
H 3.88 -6.10 -5.67
H 2.46 -5.68 -6.72
H 2.42 -5.24 -4.16
H 1.92 -3.50 -3.97
H 1.19 -4.62 -5.28
H 5.29 -3.01 -5.43
H 4.13 -2.81 -4.11
H 4.97 -4.39 -4.24
H 2.57 -0.96 -8.40
H 1.94 -2.43 -9.22
H 3.47 -1.67 -9.73
H 2.00 -1.63 -5.54
C -1.06 -5.19 -1.85
C -1.74 -5.33 -0.46
C -0.54 -5.40 0.58
C -1.08 -5.40 1.95
C -1.84 -4.02 2.07
C -3.02 -3.71 1.10
N -2.32 -3.97 -0.22
O -3.28 -3.68 -1.25
C -4.34 -4.48 1.40
C -3.34 -2.21 1.18
C -2.58 -6.60 -0.50
H -0.37 -4.31 -1.84
H -1.67 -5.05 -2.72
H -0.47 -6.09 -2.11
H 0.07 -6.28 0.31
H 0.04 -4.52 0.36
H -0.35 -5.46 2.75
H -1.76 -6.28 2.05
H -1.09 -3.23 1.99
H -2.35 -3.84 3.08
H -4.87 -4.69 0.46
H -4.09 -5.38 1.90
H -4.82 -3.78 2.06
H -3.55 -2.10 2.25
H -2.51 -1.56 0.84
H -4.28 -2.00 0.71
H -2.04 -7.35 -1.06
H -3.55 -6.35 -0.92
H -2.78 -6.90 0.55
H -2.99 -2.83 -1.55
C -3.39 1.72 1.53
C -3.20 3.12 2.19
C -3.50 4.09 1.02
C -3.63 5.52 1.48
C -4.74 5.52 2.46
C -4.46 4.69 3.69
N -4.23 3.33 3.14
O -3.99 2.40 4.25
C -3.30 5.30 4.55
C -5.72 4.67 4.57
C -1.73 3.21 2.75
H -2.62 1.52 0.84
H -4.34 1.61 0.99
H -3.35 0.92 2.26
H -2.75 3.85 0.26
H -4.50 3.73 0.63
H -3.71 6.21 0.63
H -2.72 5.91 1.96
H -5.67 5.14 2.00
H -4.90 6.53 2.75
H -2.90 4.48 5.11
H -2.54 5.78 3.96
H -3.68 6.10 5.19
H -5.98 5.69 4.75
H -6.64 4.27 4.15
H -5.53 4.20 5.58
H -1.57 2.33 3.32
H -1.47 4.05 3.40
H -1.00 3.20 1.93
H -4.83 1.90 4.32
C -5.35 -1.18 -3.12
C -5.73 0.32 -3.07
C -4.82 0.95 -1.98
C -4.70 2.44 -2.09
C -4.33 2.85 -3.56
C -5.35 2.38 -4.56
N -5.44 0.91 -4.38
O -6.47 0.36 -5.25
C -6.67 3.14 -4.48
C -4.76 2.63 -6.01
C -7.19 0.40 -2.51
H -6.02 -1.76 -3.73
H -5.43 -1.47 -2.08
H -4.32 -1.27 -3.44
H -5.20 0.70 -0.97
H -3.81 0.47 -2.12
H -3.94 2.81 -1.39
H -5.61 3.00 -1.79
H -3.32 2.54 -3.80
H -4.34 3.98 -3.65
H -7.33 2.77 -5.22
H -7.04 2.95 -3.52
H -6.53 4.22 -4.58
H -5.00 3.61 -6.44
H -3.72 2.47 -5.97
H -5.06 1.87 -6.70
H -7.43 1.46 -2.38
H -7.10 -0.10 -1.52
H -7.82 -0.16 -3.18
H -5.93 -0.10 -5.87
C -0.40 1.65 -3.63
C 0.58 0.38 -3.62
C 0.35 -0.39 -2.33
C -1.04 -1.02 -2.32
C -1.14 -1.98 -3.44
C -0.93 -1.26 -4.85
N 0.34 -0.49 -4.82
O 0.41 0.32 -5.99
C -0.82 -2.28 -5.93
C -2.21 -0.38 -5.16
C 2.03 0.82 -3.72
H -0.50 2.12 -4.64
H 0.08 2.39 -2.98
H -1.48 1.40 -3.38
H 1.14 -1.15 -2.18
H 0.59 0.29 -1.50
H -1.77 -0.21 -2.36
H -1.13 -1.49 -1.36
H -2.03 -2.60 -3.56
H -0.30 -2.67 -3.37
H -1.77 -2.84 -6.11
H -0.66 -1.79 -6.85
H -0.09 -3.02 -5.63
H -2.91 -1.10 -5.53
H -2.62 0.18 -4.30
H -2.04 0.32 -6.01
H 2.34 1.56 -4.53
H 2.69 -0.08 -3.75
H 2.36 1.32 -2.80
H 1.23 0.11 -6.40
C 2.47 -4.03 2.30
C 2.90 -2.54 2.33
C 4.33 -2.45 2.91
C 5.43 -2.97 2.02
C 5.46 -2.07 0.78
C 4.12 -2.21 -0.04
N 2.97 -1.91 0.90
O 1.67 -2.14 0.28
C 4.02 -1.11 -1.12
C 3.99 -3.59 -0.70
C 1.93 -1.66 3.09
H 2.37 -4.32 3.35
H 3.22 -4.60 1.71
H 1.44 -4.24 1.92
H 4.56 -1.39 3.13
H 4.25 -2.91 3.88
H 5.36 -4.04 1.72
H 6.38 -2.79 2.51
H 6.29 -2.36 0.11
H 5.55 -1.03 1.10
H 2.99 -1.12 -1.52
H 4.22 -0.13 -0.69
H 4.74 -1.26 -1.97
H 4.89 -3.89 -1.23
H 3.77 -4.50 -0.16
H 3.21 -3.63 -1.50
H 1.83 -2.11 4.08
H 0.95 -1.57 2.60
H 2.40 -0.68 3.22
H 1.77 -3.04 -0.16
C 3.57 4.14 2.99
C 3.52 3.12 4.22
C 4.29 1.82 3.98
C 5.80 1.93 3.96
C 6.18 2.46 5.32
C 5.51 3.83 5.57
N 4.07 3.61 5.45
O 3.32 4.83 5.83
C 5.77 4.22 7.01
C 6.09 4.99 4.78
C 2.04 2.74 4.45
H 4.57 4.24 2.59
H 3.22 5.11 3.23
H 2.98 3.72 2.21
H 4.00 1.24 4.86
H 3.84 1.38 3.08
H 6.12 2.66 3.16
H 6.32 1.02 3.66
H 7.22 2.58 5.58
H 5.70 1.84 6.11
H 6.90 4.29 7.11
H 5.35 5.22 7.28
H 5.38 3.44 7.70
H 5.41 5.84 4.97
H 7.10 5.31 5.13
H 6.02 4.81 3.73
H 1.32 3.57 4.48
H 2.00 2.10 5.39
H 1.67 2.11 3.61
H 3.02 4.55 6.73
C -1.43 -0.74 4.44
C -1.88 -0.66 5.94
C -3.39 -0.87 5.99
C -3.81 -2.35 5.90
C -3.03 -3.23 6.87
C -1.48 -3.05 6.79
N -1.21 -1.59 6.92
O 0.23 -1.45 6.71
C -0.84 -3.71 8.00
C -0.91 -3.74 5.50
C -1.49 0.76 6.40
H -1.92 -1.51 3.82
H -0.36 -0.88 4.44
H -1.70 0.22 3.97
H -3.81 -0.41 6.87
H -3.83 -0.41 5.12
H -3.45 -2.62 4.89
H -4.86 -2.49 5.93
H -3.30 -4.30 6.75
H -3.32 -3.08 7.91
H -0.77 -4.82 7.92
H 0.20 -3.33 8.01
H -1.36 -3.51 8.93
H -1.34 -3.28 4.61
H 0.15 -3.52 5.57
H -1.18 -4.80 5.49
H -0.52 1.14 6.09
H -1.48 0.74 7.48
H -2.28 1.36 5.95
H 0.55 -0.89 7.48
C 4.43 4.85 -0.96
C 3.94 3.43 -1.33
O 2.74 3.18 -0.54
H 4.61 4.98 0.11
H 3.68 5.56 -1.22
H 5.30 5.05 -1.55
H 4.68 2.59 -1.22
H 3.63 3.46 -2.37
H 2.75 2.24 -0.27
C 0.18 5.53 -4.16
C 0.77 4.83 -3.00
O 1.57 5.78 -2.28
H 0.98 5.84 -4.82
H -0.29 6.47 -3.86
H -0.50 4.85 -4.70
H 1.33 3.95 -3.31
H -0.08 4.45 -2.40
H 1.48 5.51 -1.32
C 0.82 1.08 1.04
O 2.14 0.80 0.73
H 0.61 2.14 0.85
H 0.14 0.38 0.50
H 0.62 0.89 2.11
H 2.53 -0.09 1.00
C 1.18 6.09 1.05
O 0.86 4.92 0.41
H 2.19 6.27 0.93
H 0.62 6.90 0.59
H 0.93 6.09 2.08
H 1.63 4.36 0.25

Calculated values
* molar mass: 1414.278 g mol⁻¹
* Kohn-Sham gap: 8.81 eV
* structure (SMILES): CC1(C)CCCC(C)(C)N1O.CC1(C)CCCC(C)(C)N1O.CC1(C)CCCC(C)(C)N1O.CC1(C)CCCC(C)(C)N1O.CC1(C)CCCC(C)(C)N1O.CC1(C)CCCC(C)(C)N1O.CC1(C)CCCC(C)(C)N1O.CC1(C)CCCC(C)(C)N1O.CCO.CCO.CO.CO
* net charge: 0
* highest occupied orbital energy: -0.308 Ha
* energy above the lowest of the compared OMol25 structures with the same formula, charge and spin: 0.0 kcal per mole
* E: -120155.0839 eV

***

[2]
C2H4O2P | the ωB97M-V functional and the def2-TZVPD basis

CARTESIAN COORDINATES (ANGSTROEM)
C -0.57 0.84 0.89
C -0.53 0.01 -0.32
O 0.66 0.71 1.38
O -1.56 1.36 1.39
P 1.30 -0.06 -0.56
H -1.10 0.29 -1.23
H -0.96 -0.95 0.03
H 1.33 -1.05 -1.75
H 1.43 -1.14 0.16

Calculated values
* molar mass: 91.026 g mol⁻¹
* Kohn-Sham gap: 8.41 eV
* net charge: -1
* highest occupied orbital energy: -0.143 Ha
* energy above the lowest of the compared OMol25 structures with the same formula, charge and spin: 30.6 kcal per mole
* E: -15523.0523 eV

***

[3]
C24H16F5N7O3PtS2 | the ωB97M-V functional and the def2-TZVPD basis

CARTESIAN COORDINATES (ANGSTROEM)
Pt 0.21 0.40 -0.10
N 2.09 3.81 1.68
C 1.74 2.56 1.27
S 0.06 2.11 1.44
N 2.66 1.78 0.79
N 2.12 0.53 0.51
C 2.82 -0.51 0.75
C 2.29 -1.86 0.76
C 3.18 -2.93 0.61
C 2.76 -4.23 0.74
C 1.42 -4.47 1.08
C 0.53 -3.44 1.27
C 0.93 -2.09 1.09
O 0.04 -1.14 1.26
H 1.40 4.38 2.14
H 3.06 3.99 1.87
H 3.85 -0.34 1.04
H 4.22 -2.72 0.39
H 3.45 -5.05 0.61
H 1.07 -5.49 1.21
H -0.50 -3.61 1.54
N -6.79 2.64 -3.88
C -5.91 2.05 -2.99
C -5.69 0.67 -3.03
C -4.85 0.07 -2.12
C -4.22 0.85 -1.15
C -4.44 2.22 -1.09
C -5.28 2.82 -2.01
S -3.14 0.09 0.00
O -3.61 -1.24 0.25
O -2.89 1.01 1.07
N -1.68 -0.01 -0.79
C -1.32 -1.03 -1.61
N 0.04 -1.10 -1.57
C 0.68 -2.00 -2.29
C -0.04 -2.86 -3.09
C -1.43 -2.72 -3.06
N -2.08 -1.82 -2.34
H -6.97 2.14 -4.74
H -6.69 3.64 -4.02
H -6.19 0.07 -3.78
H -4.67 -0.99 -2.14
H -3.95 2.80 -0.33
H -5.46 3.88 -1.96
H 1.76 -2.02 -2.22
H 0.44 -3.61 -3.69
H -2.05 -3.38 -3.67
F -1.53 3.00 -1.03
C -0.46 2.82 -1.81
C 0.43 1.78 -1.57
C 1.49 1.68 -2.45
F 2.38 0.67 -2.33
C 1.69 2.55 -3.51
F 2.73 2.40 -4.33
C 0.79 3.58 -3.70
F 0.96 4.44 -4.71
C -0.29 3.72 -2.85
F -1.17 4.70 -3.04

Calculated values
* molar mass: 804.640 g mol⁻¹
* Kohn-Sham gap: 7.69 eV
* net charge: 0
* highest occupied orbital energy: -0.297 Ha
* energy above the lowest of the compared OMol25 structures with the same formula, charge and spin: 0.0 kcal per mole
* E: -80224.9383 eV